Entry 1:
Density functional theory data (ωB97M-V/def2-TZVPD) for a single C2H4N3P molecule.

For the LUMO energy, the calculation gives 0.3 eV. The calculation puts the orbital gap at 8.660 eV.

Last column: Löwdin charge in e.
Geometry (Å):
C -1.245 -1.017 0.118  -0.1965
C 0.150 -0.744 0.095  -0.3351
N -2.101 -0.247 -0.395  -0.1115
N -2.605 0.655 -0.872  0.2511
N 0.574 0.374 -0.239  -0.3317
P 2.166 0.956 -0.349  0.7029
H -1.646 -1.832 0.783  0.1270
H 0.617 -1.738 0.422  0.1260
H 2.567 1.252 0.955  -0.1600
H 1.523 2.341 -0.517  -0.0722

Entry 2:
Density functional theory data (ωB97M-V/def2-TZVPD) for a 3-piece molecular cluster, C8H23FN3O8S4 overall.

For the LUMO energy, the calculation gives 1.0 eV. The calculation puts the orbital gap at 7.632 eV. Its total charge is -1.

Last column: Löwdin charge in e.
Geometry (Å):
O 3.898 -3.297 -1.859  -0.4733
S 2.821 -4.083 -1.013  0.3771
O 1.518 -4.036 -1.855  -0.4519
S 2.673 -2.975 0.817  0.4796
N 3.482 -5.680 -0.768  -0.3461
S 2.327 -6.784 -0.066  0.5897
O 0.926 -6.189 0.206  -0.4003
O 2.210 -7.995 -1.071  -0.4058
S 3.227 -7.559 1.718  0.7832
O 3.037 -6.500 2.850  -0.3851
O 4.747 -7.757 1.360  -0.3804
F 2.513 -9.051 2.229  -0.2793
H 1.329 -2.691 1.108  -0.1267
C 2.992 0.893 -1.405  -0.0660
C 1.593 0.401 -1.765  -0.4160
C 0.737 1.461 -2.497  -0.1847
O 0.192 2.468 -1.640  -0.2306
C 1.081 3.536 -1.354  -0.1067
N 0.928 -0.083 -0.547  0.0413
H 2.991 1.589 -0.562  0.0623
H 3.632 0.049 -1.120  0.0768
H 3.464 1.391 -2.258  0.0775
H 1.717 -0.449 -2.448  0.1427
H -0.129 0.948 -2.934  0.1232
H 1.282 1.913 -3.334  0.1166
H 1.726 3.779 -2.204  0.0898
H 1.682 3.298 -0.474  0.0748
H 0.483 4.420 -1.112  0.0847
H 0.029 -0.492 -0.806  0.0772
H 0.666 0.741 0.004  0.0654
C -4.781 2.515 0.342  -0.0787
C -3.301 2.159 0.466  -0.4254
C -2.801 2.107 1.928  -0.1941
O -2.570 3.391 2.515  -0.1949
C -3.731 4.010 3.045  -0.1138
N -2.513 3.102 -0.341  0.0508
H -4.977 3.574 0.530  0.0611
H -5.141 2.300 -0.671  0.0762
H -5.385 1.927 1.040  0.0757
H -3.176 1.156 0.040  0.1361
H -1.826 1.604 1.931  0.1191
H -3.462 1.502 2.559  0.1161
H -4.425 3.285 3.481  0.0887
H -4.228 4.598 2.271  0.0712
H -3.417 4.702 3.832  0.0854
H -1.537 2.806 -0.327  0.0455
H -2.501 3.995 0.161  0.0722

Entry 3:
Density functional theory data (ωB97M-V/def2-TZVPD) for a 2-piece molecular cluster, N2O3 overall.

As for the spin multiplicity: 3. The expectation value of S² is 2.006. For the LUMO energy (alpha / beta), the calculation gives -0.3 / -1.3 eV. The calculation puts the orbital gap (alpha / beta) at 8.481 / 11.312 eV.

Last column: Löwdin charge in e.
Geometry (Å):
N -0.766 1.666 -0.147  0.0498
N 0.459 -0.796 0.429  -0.2369
O 1.055 -0.960 -0.579  0.1111
O -1.016 1.343 -1.221  -0.0344
O 0.267 -1.254 1.518  0.1103

Energy relative to the best compared isomer or geometry (same formula, charge and spin) for every record listed, in sequence, given in kcal/mol: 61.2; 123.5; 0.0.